Here is a molecular structure, C29H38B2BeF8N4O3 in a non-equilibrium geometry from the OMol25 dataset. Energies are from ωB97M-V/def2-TZVPD.

XYZ file:
```
85
Properties=species:S:1:pos:R:3:forces:R:3
Be 0.40681 0.83570 -0.48992 -0.004 0.085 -0.170
B -1.38610 3.25526 0.24832 -0.919 1.535 0.081
F -2.60227 3.33331 0.89893 -0.333 -0.113 0.771
F -0.37066 2.73070 1.04171 1.019 -0.496 0.600
F -1.51667 2.39571 -0.80097 0.417 -2.235 -1.920
F -1.06823 4.50238 -0.27314 0.575 0.477 0.183
B 1.97433 -1.62691 -1.16282 0.952 -1.709 -0.718
F 3.17958 -1.39064 -0.60326 1.973 0.307 0.650
F 1.01203 -1.53560 -0.24198 -3.172 0.472 2.950
F 1.65287 -0.62421 -2.02167 -0.354 2.324 -2.006
F 1.90954 -2.87684 -1.74210 0.123 -0.531 -0.652
N 2.46256 2.37580 -0.12693 0.606 2.122 0.342
C 2.19233 3.73224 -0.17517 -0.050 -1.678 0.244
C 3.17924 4.68907 -0.07682 0.399 0.074 -0.477
C 4.48110 4.28047 0.07793 1.102 0.201 1.347
C 4.80578 2.95338 0.27334 -0.190 0.342 -0.218
C 3.78555 2.06657 0.13674 -2.954 -1.797 -1.459
H 1.16944 4.07432 -0.23064 -0.194 -0.390 -0.276
H 2.97801 5.74538 -0.17739 -0.337 -0.031 0.091
H 5.29452 4.96274 0.27606 -0.102 0.538 -0.447
H 5.81181 2.62941 0.49548 -0.018 -0.044 -0.096
H 3.90024 0.99809 0.02906 0.509 -0.240 0.605
N 0.81676 1.82376 -2.86479 0.591 0.627 -2.575
C 2.02474 1.70557 -3.56743 -0.994 -0.757 -0.468
C 2.21142 1.75540 -5.00342 -1.589 0.220 2.656
C 1.05634 2.00277 -5.69474 -0.955 0.019 -0.984
C -0.16594 2.23929 -5.07827 -0.075 0.266 2.556
C -0.27261 2.18256 -3.65226 2.376 -0.261 -0.856
H 2.89101 1.39114 -3.00429 -0.143 0.173 0.502
H 3.12205 1.58840 -5.55954 0.271 -0.035 0.595
H 1.06230 1.99505 -6.77470 0.123 0.127 -0.199
H -1.05058 2.56700 -5.60403 0.065 -0.190 -0.296
H -1.17494 2.50189 -3.15202 -0.042 -0.404 0.218
N 1.60806 -5.40950 2.04275 1.302 0.381 0.459
C 2.45511 -6.00560 2.98617 -2.066 0.802 -2.758
C 3.77661 -5.75001 3.01770 1.767 0.204 -0.376
C 4.33484 -4.77783 2.16845 -0.793 0.261 -1.036
C 3.51569 -4.08723 1.27496 -1.534 -0.823 0.673
C 2.12546 -4.47112 1.18829 1.194 -0.439 3.248
H 2.05690 -6.78733 3.61603 -0.443 0.112 -0.008
H 4.38247 -6.40423 3.62707 0.301 0.318 0.288
H 5.38266 -4.53624 2.06791 0.225 -0.231 0.663
H 3.88750 -3.22302 0.74459 -0.029 -0.173 -0.384
H 1.39485 -3.82422 0.72556 0.034 -0.399 -0.785
N -1.42657 -0.12583 1.13733 -1.340 -1.819 1.596
C -1.87800 -1.44398 0.99694 0.441 2.072 -0.485
C -2.89029 -2.06357 1.75103 0.989 0.933 -0.278
C -3.45065 -1.37236 2.82003 0.531 0.977 -0.671
C -3.00073 -0.04186 3.04462 -0.551 -2.554 -0.723
C -2.01442 0.48211 2.21315 -0.509 0.579 -0.164
H -1.43470 -1.90223 0.12522 -0.009 -0.392 0.107
H -3.24246 -3.03221 1.42835 0.092 -0.130 0.187
H -4.27481 -1.82846 3.34837 -0.007 0.217 0.245
H -3.54916 0.54164 3.76930 0.440 0.315 0.077
H -1.88912 1.52752 2.45359 0.968 0.190 -0.736
C 1.54556 1.11401 3.90714 -0.103 -0.177 -0.838
C 1.55650 -0.06142 2.93018 -0.293 1.512 -0.820
O 1.59757 0.07782 1.71804 0.037 0.942 0.240
C 1.37562 -1.38952 3.44959 0.017 -2.014 0.719
H 2.12808 0.94892 4.81351 0.231 -0.019 -0.228
H 0.51815 1.25090 4.24448 -0.187 -0.025 -0.070
H 1.82938 1.99906 3.33771 0.138 0.076 0.325
H 2.10456 -1.62365 4.22543 0.000 -0.054 0.112
H 1.44263 -2.12038 2.64370 0.045 0.039 0.099
H 0.38685 -1.47648 3.90000 -0.133 0.062 0.153
C -5.93228 2.28448 1.18197 -0.251 0.211 -0.044
C -5.62878 0.86223 0.79602 -1.011 -0.458 2.263
O -5.93231 0.03960 1.63810 0.130 -0.721 0.111
C -5.07496 0.43440 -0.49446 0.266 0.563 0.317
H -5.04586 2.73578 1.62771 0.229 0.261 -0.514
H -6.65493 2.24617 1.99708 -0.073 -0.145 -0.140
H -6.36630 2.87309 0.37371 0.425 0.215 -0.068
H -4.57952 -0.53020 -0.38407 0.016 0.180 -0.032
H -4.39922 1.25034 -0.75083 0.026 -0.294 -1.047
H -5.99166 0.31517 -1.07199 0.340 0.229 -0.818
C -0.80114 -1.49517 -4.00961 -0.481 0.079 1.478
C -1.67698 -1.17037 -2.80622 1.109 3.549 2.103
O -1.35597 -0.22177 -2.02062 -0.763 -2.716 -1.520
C -2.97487 -1.92542 -2.64826 0.774 -0.780 0.196
H -0.79617 -2.57826 -4.13209 0.046 0.129 -0.473
H 0.20548 -1.11901 -3.82706 -0.150 0.042 -0.177
H -1.30912 -0.95819 -4.81067 0.211 -0.253 -0.460
H -3.20268 -2.22134 -1.62424 0.441 0.246 0.226
H -2.71888 -2.83884 -3.18513 -1.061 -0.202 -0.225
H -3.89001 -1.42561 -2.96575 0.345 0.121 -0.580
```
Positions in Å, forces in eV/Å.

Computed properties:
electronic energy = -2436.32451 Ha
multiplicity = 1
net charge = 0
strongest force on any atom = 4.4 eV Å⁻¹
LUMO energy = -0.6 eV